(1)
Molecular formula: C4H9NO
Method: DFT, wB97M-V/def2-TZVPD

Calculated values
- SMILES = CC(C)C(N)=O
- HOMO-LUMO gap (eV) = 9.93
- LUMO level (eV) = 0.79
- total charge = 0

The geometry in XYZ format:
```
15
Properties=species:S:1:pos:R:3:forces:R:3:mulliken_charge:R:1
H 3.019 0.067 0.026 -0.011 -0.035 -0.072 0.264
N 2.067 -0.260 -0.049 0.254 0.013 -0.285 -0.421
C -0.628 -1.447 0.169 0.216 0.631 0.907 -1.305
H 1.920 -1.043 -0.669 0.089 -0.037 0.170 0.206
H -0.168 -1.387 1.132 -0.047 -0.398 0.771 0.463
H -0.463 -0.542 -1.109 0.250 1.857 -2.533 0.347
H -1.719 -1.580 0.202 0.401 0.463 0.106 0.343
H -2.314 1.004 -0.280 0.036 -0.029 0.077 0.368
C -1.325 1.216 0.128 -0.139 -0.203 -0.084 -1.332
H -1.347 1.096 1.221 -0.156 0.067 -0.207 0.279
H -1.099 2.276 -0.053 0.121 -0.415 -0.146 0.341
O 1.416 1.897 0.203 -0.460 -0.713 -0.205 -0.618
C -0.265 0.298 -0.442 -0.432 -2.098 1.420 0.184
H -0.225 -2.339 -0.378 0.074 1.219 0.022 0.375
C 1.130 0.745 -0.100 -0.197 -0.321 0.059 0.506
```
Positions in Å, forces in eV/Å.

(2)
Molecular formula: C33H71Br10N5O11
Method: DFT, wB97M-V/def2-TZVPD

Calculated values
- SMILES = CCOC(=O)OC.CCOC(=O)OC.CN(C)C=O.CN(C)C=O.CN(C)C=O.CN(C)C=O.CN(C)C=O.BrCCBr.BrCCBr.BrCCBr.BrCCBr.BrCCBr
- HOMO-LUMO gap (eV) = 8.81
- LUMO level (eV) = -0.01
- total charge = 0

The geometry in XYZ format:
```
130
Properties=species:S:1:pos:R:3:forces:R:3:mulliken_charge:R:1
H -15.063 19.601 18.231 -0.082 0.252 0.122 0.287
C -19.342 13.496 17.373 0.040 0.058 0.247 -0.506
C -18.767 11.483 16.134 -0.055 -0.731 -0.091 -0.833
H -23.432 23.328 15.198 0.101 -0.372 -0.188 0.315
C -22.793 15.323 20.356 0.025 -1.275 0.244 -0.356
O -21.966 25.826 20.625 0.142 0.282 0.227 -0.349
H -18.782 14.001 16.591 -0.236 0.389 -0.106 0.163
H -19.134 19.176 12.883 0.347 0.222 0.077 -0.215
H -24.625 14.320 20.584 0.001 -0.386 -0.106 0.441
C -16.663 16.591 12.732 -0.688 -0.413 0.008 0.287
H -19.842 14.323 22.370 -0.060 0.121 0.080 0.369
H -16.346 20.253 23.504 0.121 0.221 -0.037 0.428
C -18.438 11.529 18.551 0.560 -0.917 0.345 0.323
H -17.329 16.846 13.551 0.214 0.183 0.087 -0.472
H -21.683 20.404 20.644 0.490 -0.153 0.241 0.367
H -17.785 27.464 18.979 -0.393 0.104 -0.321 0.331
O -19.178 17.186 17.892 1.151 -1.305 0.844 -0.305
H -23.218 14.947 9.576 -0.175 -0.169 -0.199 0.312
C -20.631 19.002 19.208 -0.598 -0.148 1.062 1.036
Br -15.712 18.013 22.769 0.043 0.143 -0.379 -0.175
C -25.722 21.777 15.382 -1.146 -0.479 0.138 -0.973
H -23.848 19.023 14.992 0.126 0.283 -0.389 0.298
H -22.671 19.625 19.415 0.087 -0.088 0.231 0.336
H -26.466 21.055 15.044 0.191 -0.030 -0.218 0.310
C -21.677 20.032 19.630 -0.418 0.506 -2.099 -1.546
H -16.800 26.065 18.738 -0.081 -0.011 0.110 0.372
O -25.662 20.788 12.756 0.347 0.597 0.057 -0.570
O -21.264 15.194 13.255 0.862 0.773 1.116 -0.527
H -23.871 23.999 13.615 -0.006 -0.228 -0.156 0.305
N -21.813 14.767 11.106 -0.237 0.586 0.045 0.236
H -21.210 20.035 10.878 -0.042 0.106 0.034 0.514
N -25.115 22.411 14.254 1.121 0.515 -0.725 0.171
H -18.333 16.756 15.491 0.059 0.456 0.324 -0.695
H -16.503 20.227 20.429 -0.201 -0.201 0.166 -0.214
H -17.178 15.481 23.140 0.047 -0.279 0.029 0.185
C -23.914 14.470 19.772 -0.550 0.880 0.295 -0.612
C -19.433 19.840 12.075 0.101 -0.873 0.017 -0.140
O -24.220 15.115 16.256 0.351 0.580 -0.334 -0.731
H -18.531 12.217 19.427 -0.005 -0.316 -0.291 0.179
H -22.446 18.039 14.526 0.055 -0.363 0.658 -0.075
Br -23.239 12.739 19.205 0.014 0.299 0.075 -0.164
H -20.328 16.324 11.236 0.032 -0.380 0.474 -0.046
Br -19.833 16.634 21.521 0.595 -0.305 -0.056 -0.054
Br -18.364 19.302 10.510 -0.557 0.126 0.156 -0.199
H -23.649 18.234 13.367 -0.651 0.189 0.147 0.352
C -20.902 19.594 11.822 0.276 0.830 -0.829 -0.223
C -16.557 19.762 22.563 -0.592 -0.247 0.629 -0.596
Br -18.149 13.798 24.671 -0.164 0.079 -0.122 -0.161
H -21.604 20.865 18.912 0.143 0.163 0.545 0.352
H -15.012 20.564 21.269 0.076 -0.108 0.204 0.429
H -19.170 20.862 12.299 -0.086 0.186 -0.050 0.500
C -15.919 18.928 18.223 -0.271 -0.262 -0.409 -0.977
C -19.379 16.948 15.243 0.654 -0.263 -0.166 0.955
C -25.694 17.161 14.935 -0.932 -0.563 1.112 -1.039
H -26.042 17.374 13.929 -0.004 -0.029 -0.091 0.305
H -23.891 25.444 20.924 -0.083 0.212 0.474 0.245
H -17.628 19.585 22.516 0.002 -0.095 -0.018 0.354
C -18.210 15.262 23.409 1.046 0.787 -0.398 -0.557
H -16.588 19.417 15.572 -0.687 -0.396 0.478 0.382
H -22.853 14.072 12.706 -0.038 -0.080 0.116 0.322
H -22.349 13.336 9.632 0.397 0.740 -0.462 0.334
H -18.524 12.168 15.321 -0.070 0.171 0.240 0.056
C -19.770 18.009 17.281 -1.114 0.580 -0.463 0.528
Br -16.608 22.402 21.568 -0.194 0.130 0.061 -0.153
H -18.184 26.167 17.734 -0.458 0.413 -0.094 0.307
O -19.920 26.056 19.910 -0.240 0.245 -0.170 -0.296
C -24.264 23.548 14.522 -0.177 0.769 0.629 -0.906
H -15.984 18.399 19.171 0.208 -0.245 -0.048 0.294
C -18.560 25.602 19.791 0.028 -0.771 -0.106 -0.056
H -22.385 14.668 21.127 0.360 0.443 0.108 0.270
Br -23.419 16.912 21.286 -0.218 -0.088 -0.326 -0.158
H -15.955 17.755 15.093 -0.438 0.110 -0.303 -0.423
C -22.771 14.180 10.201 0.100 -1.323 0.223 -0.921
H -19.176 14.036 18.304 0.184 -0.159 0.137 0.053
H -15.842 16.453 18.358 0.079 -0.259 -0.029 0.290
H -17.303 16.363 11.883 0.179 0.125 -0.210 0.358
H -24.818 24.338 15.050 -0.148 -0.152 -0.201 0.305
H -20.087 15.011 10.004 0.316 0.304 0.438 0.341
H -22.931 25.454 22.466 0.106 0.138 0.103 0.274
H -25.043 21.233 16.046 0.264 0.268 -0.066 0.285
H -19.428 17.278 14.211 -0.293 -0.380 -0.146 -0.210
H -17.999 10.715 16.171 -0.052 -0.128 0.036 0.359
H -23.514 13.589 10.749 -0.245 0.786 0.277 0.310
H -21.121 18.053 19.437 0.795 -0.325 0.116 -0.655
H -16.866 19.462 18.110 0.142 0.379 0.110 0.299
H -24.643 22.435 12.211 0.230 0.291 0.243 0.373
H -19.668 19.133 19.698 -0.088 -0.216 0.254 0.219
C -15.863 16.685 17.280 -0.341 0.288 0.745 0.010
H -18.084 25.616 20.774 0.001 0.407 -0.021 0.268
H -22.551 16.087 15.684 0.189 0.267 -0.287 0.490
H -24.471 14.914 18.951 0.339 -0.030 -0.255 0.333
Br -15.573 18.127 12.287 0.223 -0.050 0.089 -0.141
H -26.081 17.927 15.627 0.436 0.351 -0.330 0.307
C -19.001 14.981 22.158 -0.925 -0.595 0.371 -0.557
H -20.422 13.518 17.198 0.041 0.010 -0.288 0.314
H -22.886 24.084 21.301 0.243 0.019 0.292 0.272
H -26.160 16.268 15.358 0.147 -0.231 -0.529 0.358
C -15.904 18.595 15.770 2.246 -0.165 0.082 -0.512
H -26.296 22.521 15.939 0.287 0.061 0.226 0.376
O -17.994 10.378 18.674 -0.784 1.801 -0.495 -0.633
C -21.976 14.682 12.439 -0.783 -0.600 -0.653 0.026
H -21.217 16.263 9.732 -0.349 -0.061 0.321 0.351
C -15.788 15.424 13.086 0.146 -0.221 0.515 -0.481
C -17.844 26.406 18.735 0.989 -0.311 0.597 -1.256
H -18.522 24.546 19.499 -0.379 0.082 0.021 0.229
O -15.956 15.843 16.419 0.084 -0.341 -0.591 -0.482
C -16.092 20.541 21.382 0.704 0.237 -0.631 -0.043
C -23.642 16.029 15.668 -1.142 -0.877 0.709 0.189
C -25.116 21.855 13.011 -1.055 -1.327 0.257 0.017
H -18.525 16.188 23.879 -0.463 -0.326 0.442 0.380
O -19.978 18.019 15.970 0.232 0.168 -0.187 -0.282
H -18.436 14.482 21.378 0.200 0.399 -0.183 0.448
H -19.732 11.015 15.934 0.008 -0.115 -0.295 0.331
C -20.807 15.644 10.545 0.155 -0.468 -1.627 -0.721
N -24.273 17.013 14.990 1.190 0.324 -0.323 0.206
C -20.751 25.264 20.603 -0.366 2.306 -1.199 0.780
H -14.909 19.037 15.601 -0.166 0.073 -0.358 0.497
H -15.304 15.539 14.048 0.172 0.319 -0.017 0.249
H -15.055 15.244 12.309 -0.065 -0.365 -0.070 0.476
H -21.111 18.530 11.745 -0.324 -0.015 0.600 -0.050
H -19.862 15.993 15.425 -0.510 0.101 -0.237 0.136
Br -16.864 13.813 13.429 0.058 0.328 -0.406 -0.172
O -20.454 24.243 21.087 0.704 -2.755 1.430 -0.521
O -20.407 19.046 17.803 -0.680 0.953 -0.376 -0.364
N -18.834 12.143 17.409 0.348 0.025 0.569 0.146
C -22.964 25.164 21.425 -0.203 -0.403 -1.337 -0.599
C -23.526 18.134 14.450 0.137 -0.173 -0.170 -0.682
N -15.807 18.018 17.099 -0.914 0.515 0.231 0.274
Br -21.910 20.569 13.188 0.236 -0.257 -0.197 -0.113
H -21.995 15.596 19.679 -0.106 0.145 -0.222 0.216
```
Positions in Å, forces in eV/Å.

(3)
Molecular formula: C21H22N2O4
Method: DFT, wB97M-V/def2-TZVPD

Calculated values
- SMILES = COCCCN1C(=O)c2ccc(C(=O)NCCc3ccccc3)cc2C1=O
- HOMO-LUMO gap (eV) = 8.65
- LUMO level (eV) = -0.63
- total charge = 0

The geometry in XYZ format:
```
49
Properties=species:S:1:pos:R:3:forces:R:3:mulliken_charge:R:1
H 5.643 -1.760 -1.053 -0.017 0.123 -0.018 0.420
C -6.897 -0.698 0.932 -0.002 0.031 -0.023 -0.317
H -6.214 -1.246 1.565 0.089 -0.067 0.089 0.387
C 1.175 1.549 0.080 0.240 -0.064 -0.052 -0.881
N -2.763 0.084 -0.716 -0.107 0.297 -0.173 -0.143
H 8.230 -0.755 1.624 0.004 -0.047 -0.110 0.397
H 8.678 2.207 -0.271 -0.028 0.059 0.069 0.240
C -6.422 0.364 0.173 0.046 0.138 0.053 0.460
H 1.417 2.585 0.256 0.027 0.099 0.028 0.507
H -9.325 1.257 -1.319 -0.056 0.042 -0.046 0.371
N 4.136 -0.497 -0.453 0.280 -0.067 -0.071 0.254
H 5.938 -1.664 1.372 -0.022 -0.008 0.047 0.300
H 8.486 1.587 1.388 0.005 0.012 0.004 0.309
H 0.315 -2.217 -0.482 -0.025 -0.109 -0.002 0.555
H -4.567 0.600 1.213 0.047 0.057 -0.013 0.311
C 1.864 -0.730 -0.350 -0.356 0.594 0.109 0.105
C 3.142 -1.462 -0.550 0.069 -0.134 -0.071 0.493
H 5.931 0.104 1.348 -0.035 -0.033 0.042 0.329
C -4.963 0.720 0.203 0.015 -0.256 -0.178 -0.815
C -9.110 -0.353 0.075 -0.095 -0.012 -0.014 -0.420
H -8.590 -1.880 1.481 -0.028 -0.065 0.052 0.372
H -6.951 1.888 -1.234 0.050 0.093 -0.046 0.338
O 8.251 0.249 -0.179 0.049 0.018 -0.180 -0.367
C -0.143 1.105 0.072 0.018 -0.073 -0.044 -0.585
C 2.168 0.619 -0.142 -0.582 -0.367 -0.002 0.067
C 5.548 -0.786 -0.569 0.294 0.069 0.160 -0.851
C -8.232 -1.054 0.885 -0.036 -0.080 0.035 -0.600
C -7.308 1.059 -0.638 0.016 -0.016 0.015 -0.354
O 4.317 1.762 -0.058 -0.026 0.056 0.001 -0.648
C 7.760 -0.791 0.629 -0.198 -0.193 0.219 -0.674
C 3.643 0.772 -0.198 0.127 0.043 -0.013 0.225
H -4.294 -1.241 -0.426 -0.039 0.109 -0.127 0.371
C -1.867 -0.735 -0.119 0.084 0.238 -0.138 0.376
C 8.097 1.542 0.364 -0.021 0.023 -0.015 -0.578
C 0.562 -1.176 -0.343 0.045 0.056 0.011 -0.625
H 7.052 1.869 0.361 0.005 0.000 0.013 0.192
O -2.163 -1.800 0.380 0.025 -0.285 0.119 -0.645
H -10.153 -0.629 0.039 -0.082 -0.021 0.001 0.373
H -4.822 1.759 -0.105 0.020 0.018 0.062 0.436
H 8.074 -1.708 0.123 0.000 -0.005 0.122 0.358
O 3.334 -2.630 -0.764 -0.096 -0.042 0.028 -0.636
H -0.935 1.814 0.268 -0.077 0.042 0.015 0.494
C 6.236 -0.787 0.796 0.303 0.148 -0.318 -0.459
C -0.453 -0.235 -0.146 0.279 -0.113 0.112 0.932
H -4.554 -0.096 -1.764 0.000 -0.071 0.084 0.344
H -2.454 0.953 -1.122 0.112 -0.147 0.017 0.290
C -4.178 -0.203 -0.742 -0.160 0.024 0.192 -0.779
C -8.645 0.705 -0.686 -0.084 0.018 -0.066 -0.561
H 6.006 -0.018 -1.199 -0.079 -0.132 0.019 0.331
```
Positions in Å, forces in eV/Å.